The following is a DFT calculation (ωB97M-V/def2-TZVPD) of one molecule with the formula C3H6IN3.

Calculated values
F_max	4.83	eV/A
SMILES string	C=C/C=N/N(N)I
electronic energy	-579.6990	Ha
ΔE to the lowest compared entry with this formula, charge and spin	46.3	kcal per mole
gap between HOMO and LUMO	7.5	eV

Each line ends with the natural charge from an NBO analysis.
Positions of all 13 atoms, in Å:
C -1.0577 -2.1102 0.0683  -0.377
C -0.0400 -1.4955 0.6950  -0.210
C 0.4082 -0.1516 0.2716  0.011
N 1.3788 0.4855 0.7868  -0.246
N 1.9687 1.5978 0.6756  -0.222
N 0.9543 2.6812 -0.2414  -0.744
I 2.5735 2.4834 2.4136  0.321
H -1.2449 -3.1276 0.3701  0.204
H -1.7756 -1.5325 -0.5142  0.201
H 0.4120 -1.9404 1.5153  0.205
H -0.2744 0.2712 -0.4134  0.173
H 1.0113 3.5971 0.1643  0.341
H 1.4177 2.8237 -1.1174  0.343